{
  "formula": "C38H30FNO13",
  "method": "ωB97M-V/def2-TZVPD",
  "symbols": ["H", "C", "H", "H", "H", "C", "H", "H", "H", "H", "C", "O", "O", "C", "O", "N", "C", "O", "F", "C", "C", "H", "C", "C", "C", "C", "C", "C", "C", "H", "H", "O", "C", "O", "H", "C", "C", "H", "C", "H", "C", "H", "C", "H", "C", "H", "C", "H", "C", "C", "H", "H", "C", "C", "C", "C", "O", "C", "H", "H", "H", "H", "C", "O", "C", "H", "C", "H", "O", "C", "O", "O", "H", "H", "C", "O", "C", "O", "C", "H", "C", "H", "C"],
  "coordinates": [[6.5264, 3.4956, -5.4046], [1.2512, 7.2312, 1.4273], [-3.2249, -4.5449, -3.4941], [-2.1308, 1.7985, 1.1794], [-2.2698, 5.3138, -2.4100], [0.8686, -1.0882, 5.4919], [-2.5682, -3.2484, -4.4706], [-3.1628, -2.0917, -2.1507], [-2.2231, -3.2710, 1.0038], [-1.2189, -1.2991, -2.6252], [-4.8297, -8.2241, -1.4075], [-2.7089, -10.9434, -2.2351], [-3.3944, 1.2269, -1.0143], [-2.8140, -8.8682, -3.3393], [1.7620, -2.9573, -2.6434], [-2.5887, -2.8941, -2.3530], [1.9343, -1.3066, 6.2571], [-4.9371, -6.1485, -2.5093], [-0.8424, -0.3336, 1.4311], [-3.1576, -3.4709, -3.5826], [-0.3751, -1.8779, 5.6622], [-4.5517, -10.1579, -0.5891], [-0.3162, -2.7168, -1.3934], [-1.2279, -2.3829, -2.5308], [0.6774, -3.1412, 7.4808], [-3.3730, -7.6632, -3.4076], [-2.8700, 3.3565, -1.8669], [-1.7412, -2.3664, 0.6597], [2.4862, 8.2843, 3.2729], [-0.7648, -2.7751, -3.4246], [-3.3957, 3.1226, -2.7838], [2.8926, -2.5518, 8.0094], [5.0920, 3.9279, -2.2890], [1.5130, -3.7834, -0.5059], [3.6011, 5.4715, -1.8128], [4.2148, 5.0788, -2.6214], [3.7915, 7.3185, 1.4334], [-2.0459, -9.1923, -4.0297], [-1.5563, 4.8166, -0.4001], [-2.3231, -1.2549, 2.4109], [-2.8503, 2.2948, -0.8295], [-5.5980, -7.9000, -0.7174], [-1.5344, 3.7570, 0.6358], [0.3455, 6.9160, 0.9133], [-4.2711, -9.4293, -1.3390], [0.6906, -3.8970, 8.2556], [5.9404, 3.3701, -3.3731], [0.8557, -0.3344, 4.7146], [-0.4976, -2.7019, -0.0806], [-0.3877, -2.9227, 6.7149], [2.8517, -0.7426, 6.1495], [-4.1481, -3.0844, -3.7664], [2.5351, 6.9081, 0.7596], [1.2331, 7.8711, 2.5952], [0.8433, -3.0650, 0.5000], [1.0934, -3.1577, -1.6698], [2.5601, 6.3224, -0.3043], [5.9168, 3.8850, -4.5991], [6.5709, 2.5309, -3.1075], [-1.0048, 3.9894, 1.5510], [4.6719, 8.2676, 3.1093], [-2.4022, -1.8349, -0.0050], [3.7688, 7.9581, 2.5989], [5.1188, 3.4594, -1.1708], [5.0415, 5.0366, -4.9346], [0.3104, 8.1201, 3.1041], [1.9233, -2.3506, 7.3123], [3.5655, 6.4302, -4.1175], [-1.0091, 5.8854, -0.2215], [-3.2185, -9.8468, -2.2987], [-1.3461, -1.6766, 4.9627], [5.0217, 5.5017, -6.0546], [-3.0919, -6.9362, -4.1589], [-0.7482, -1.9998, 2.5311], [-2.2693, 4.5261, -1.6676], [1.3767, -2.7558, 1.5436], [-4.4256, -7.2458, -2.4476], [2.4679, 8.8651, 4.3364], [-1.4294, -1.5088, 1.8566], [-1.3050, -3.4877, 6.8202], [-2.1367, 2.5878, 0.4386], [4.7145, 7.0676, 0.9258], [4.1956, 5.5910, -3.8507]],
  "mulliken_charge": [0.406, -0.377, 0.077, 0.396, 0.435, -0.182, 0.412, 0.262, 0.337, 0.259, -0.378, -0.537, -0.559, -0.400, -0.532, -0.214, -0.399, -0.534, -0.313, -0.861, 0.487, 0.401, 0.142, -0.595, -0.379, -0.237, -0.422, -0.314, 0.313, 0.404, 0.410, -0.542, 0.336, -0.301, 0.923, -0.544, -0.381, 0.414, 0.391, 0.405, 0.352, 0.411, -0.271, 0.755, -0.349, 0.399, -0.383, 0.440, 0.719, -0.407, 0.411, 0.377, 0.266, -0.476, 0.424, -0.075, -0.503, -0.369, 0.418, 0.474, 0.414, 0.127, -0.346, -0.559, 0.356, 0.443, 0.336, 0.449, -0.513, 0.345, -0.565, -0.549, 0.378, 0.170, -0.437, -0.522, 0.501, -0.552, -0.405, 0.417, -0.329, 0.440, -0.420],
  "max_force_ha_per_bohr": 0.0437,
  "gap_ev": 7.717,
  "charge": 0,
  "e_above_lowest_kcal_mol": 0.0
}